Below is a structure of composition C3H5N at a distorted geometry, with properties calculated with wB97M-V/def2-TZVPD.

```
! RIJCOSX wB97M-V def2-TZVPD def2/J DEFGRID3
* xyz 0 1
C 0.48 -0.14 1.06
C -0.16 0.78 0.07
C -0.65 -0.58 -0.51
N -0.07 -1.21 0.61
H 1.10 0.00 2.01
H -1.17 1.23 0.51
H 0.43 1.55 -0.64
H -1.54 -0.88 -1.12
H 1.57 -0.75 -1.99
*
```

Output
Relative energy (zero: lowest compared OMol25 entry of this formula, charge and spin): 146.6 kcal per mole
Energy: -4675.50024 eV
Lowest unoccupied orbital energy (spin up / spin down): -0.261 / -0.227 eV
HOMO-LUMO gap (spin up / spin down): 8.10 / 9.70 eV
HOMO (spin up / spin down): -8.4 / -9.9 eV